Record 1
25
Properties=species:S:1:pos:R:3:forces:R:3 method="wB97M-V/def2-TZVPD" gap_ha=0.352 mol_weight_g_mol=128.22 largest_force_ev_per_a=1.2 relative_energy_kcal_mol=29.2 smiles="C/N=C(/C)N.C=C(C)C" e_tot_ev=-10497.99297 lumo_energy_ev=0.93
C -0.83026 2.09727 0.63137 0.0 -0.1 0.1
N -1.15486 0.74945 0.23556 -0.9 0.0 0.0
C -1.33605 -0.15387 1.11425 1.0 0.2 -0.4
C -1.65468 -1.53549 0.66248 0.9 -0.7 0.0
N -1.02799 -0.03399 2.45151 -0.2 0.2 0.2
H -0.72699 2.69363 -0.27569 0.1 0.1 0.1
H -1.62951 2.54852 1.23409 0.0 0.0 0.0
H 0.10098 2.15583 1.20562 0.1 0.1 0.0
H -0.73255 -2.16689 0.81737 -1.1 0.4 0.2
H -2.53507 -1.91536 1.16905 0.0 -0.3 0.2
H -1.82029 -1.55221 -0.40533 -0.2 0.2 -0.2
H -0.97751 0.88873 2.84881 0.0 0.0 0.1
H -1.31248 -0.77026 3.07567 0.0 0.1 0.0
C 1.09738 -1.72166 -0.80991 0.7 0.3 -0.6
C 1.23224 -0.43887 -1.14753 0.2 -0.5 -0.1
C 0.57398 0.14585 -2.35753 -0.1 0.3 0.1
C 2.13817 0.48520 -0.38998 -0.1 -0.2 0.0
H 1.68534 -2.15549 -0.01640 -0.1 0.0 0.4
H 0.58093 -2.41420 -1.45455 -0.3 -0.1 0.0
H 1.28369 0.75176 -2.93505 -0.1 -0.2 0.0
H -0.23887 0.80471 -2.03612 0.1 0.0 0.0
H 0.14526 -0.62556 -2.98718 0.0 -0.1 -0.2
H 3.10590 0.54243 -0.89058 0.1 0.1 -0.1
H 1.72624 1.48733 -0.36456 0.0 0.2 0.1
H 2.30702 0.13314 0.62463 0.0 0.0 0.1

***

Record 2
25
Properties=species:S:1:pos:R:3:forces:R:3 method="wB97M-V/def2-TZVPD" gap_ha="0.324 / 0.276" mol_weight_g_mol=128.22 largest_force_ev_per_a=6.0 relative_energy_kcal_mol=102.0 e_tot_ev=-10475.43666 lumo_energy_ev="-8.79 / -9.90" total_charge=+2
C -2.02561 1.64503 -2.18054 -0.6 2.2 1.7
C -0.06461 1.77232 -0.57567 -4.0 -3.3 -3.1
C -1.85332 1.85438 -3.62240 -0.3 -2.6 0.4
C -0.49045 -0.89014 1.96353 -1.0 1.4 -2.4
C 1.29363 -2.36400 1.36103 3.4 -4.6 1.4
C 1.77687 -0.01063 1.79662 -0.5 1.4 0.0
C 0.59683 -0.85656 -0.21497 0.8 2.4 -1.1
N -1.03343 1.74112 -1.31023 0.8 0.2 0.1
N 0.80662 -1.03388 1.16424 -0.4 1.5 1.9
H -3.05038 1.92000 -1.76423 1.3 -1.2 -0.1
H 0.34791 2.35899 0.13484 1.7 2.2 1.7
H -2.50991 1.11044 -4.16936 0.8 1.0 0.4
H -0.81853 1.74551 -3.82063 0.9 -0.2 -0.9
H -2.15482 2.84113 -3.81968 -0.7 1.5 -0.5
H -0.58599 0.16506 2.20819 -0.2 0.0 -0.1
H -1.31533 -1.16262 1.24948 0.7 -0.1 1.2
H -0.45415 -1.41321 2.87593 0.1 -1.0 0.8
H 1.74744 -2.85582 0.47453 -0.6 0.7 0.1
H 2.18725 -2.40504 2.06796 -1.1 0.6 -0.7
H 0.63272 -3.14309 1.81269 -0.3 1.2 -0.6
H 1.28726 1.07569 1.67266 1.4 -2.6 0.3
H 1.81798 -0.29472 2.86927 -0.1 0.4 -0.7
H 2.80308 -0.11577 1.37539 -0.9 0.2 0.0
H -0.31244 -1.10487 -0.63773 -1.8 -0.8 -0.4
H 1.37139 -0.57930 -0.91093 0.6 -0.3 0.5

***

Record 3
28
Properties=species:S:1:pos:R:3:forces:R:3 method="wB97M-V/def2-TZVPD" gap_ha=0.344 mol_weight_g_mol=192.28 largest_force_ev_per_a=3.8 relative_energy_kcal_mol=0.0 e_tot_ev=-25409.54384 lumo_energy_ev=-9.23 total_charge=+2
C 0.03137 0.97437 1.58978 0.0 0.0 0.1
C -0.67454 2.03282 0.73156 0.1 0.6 0.3
C -1.81978 1.07625 -1.28894 1.5 0.7 -0.9
C -0.11270 -0.12458 0.52620 -2.2 2.8 -1.4
C 1.72240 -1.56438 0.90440 0.5 -0.7 0.8
C 2.02816 0.32766 -0.57490 0.8 0.8 -0.3
C 0.66834 -1.52889 -1.26738 -0.3 -0.6 -0.8
N -0.87932 1.11960 -0.39863 1.6 -3.1 1.6
N 1.07209 -0.69960 -0.11131 0.0 0.0 -0.1
O -3.43541 0.55736 -0.58620 -2.3 -0.9 0.9
O -2.90214 -1.43769 0.60621 -0.4 -0.6 0.3
S -3.96692 -0.60140 0.16420 1.1 1.1 -0.8
H 1.05229 1.23564 1.84973 0.1 0.0 0.0
H -0.49683 0.72936 2.50915 0.0 -0.1 0.0
H -1.60924 2.41567 1.14206 0.0 -0.1 0.0
H -0.04923 2.88131 0.44768 0.0 0.0 0.0
H -2.20537 2.03809 -1.62045 -0.2 -0.1 0.2
H -1.80358 0.29908 -2.04288 -0.1 -0.1 0.2
H -0.86428 -0.88937 0.73002 0.4 0.0 -0.1
H 2.58917 -2.05733 0.46567 -0.1 0.1 -0.1
H 2.05591 -0.97739 1.75869 -0.1 0.1 -0.1
H 1.03136 -2.33056 1.25236 -0.1 0.0 -0.1
H 2.82551 -0.14550 -1.14565 -0.1 -0.2 0.0
H 1.52759 1.05465 -1.21121 -0.1 -0.1 0.0
H 2.48823 0.84412 0.26392 -0.1 -0.1 0.1
H 1.52553 -2.08927 -1.63717 0.1 0.1 0.1
H -0.10356 -2.24284 -0.98217 0.0 0.1 0.2
H 0.30492 -0.89718 -2.07475 0.0 0.1 0.1

***

Record 4
36
Properties=species:S:1:pos:R:3:forces:R:3 method="wB97M-V/def2-TZVPD" gap_ha=0.288 mol_weight_g_mol=349.13 largest_force_ev_per_a=7.7 smiles="CP(O)c1c(CP(=O)(O)O)[nH]c(CCO)[n+]1P(=O)(O)O" e_tot_ev=-54738.72660 lumo_energy_ev=-4.43 total_charge=+1
C 0.64430 0.04018 3.56019 0.1 0.8 0.4
P 1.67192 -0.54429 2.07120 1.7 -0.1 1.0
O 2.89846 0.68225 1.91449 -3.3 -0.3 -0.2
C 0.63911 -0.61447 0.48670 -0.2 0.7 -5.3
C 1.18875 -0.68358 -0.94974 -0.4 0.1 1.6
C 2.67350 -0.73944 -1.54386 -2.0 -0.6 0.5
P 3.75084 0.77051 -1.17821 4.8 1.8 -3.0
O 4.50483 1.15369 -2.47464 -2.6 -1.1 3.5
O 4.97611 0.24382 -0.08113 -3.8 -0.2 -1.2
O 2.89278 2.13430 -0.63298 1.4 -2.3 0.1
N 0.11462 -0.70178 -1.94573 -1.8 0.2 7.5
C -1.08379 -0.67278 -1.14414 0.6 0.0 -2.1
C -2.42587 -0.68153 -2.01889 0.4 -0.5 1.0
C -3.16961 0.75203 -2.07410 -0.9 -0.2 -0.3
O -4.40930 0.78672 -1.28771 2.3 0.8 0.3
N -0.83928 -0.64073 0.27553 1.3 0.7 -3.8
P -2.07227 -0.63856 1.53159 -3.1 -2.7 4.7
O -1.81413 -1.68590 2.64408 0.3 3.4 -3.8
O -3.59569 -1.08131 0.85452 3.6 0.9 0.3
O -2.33541 0.93896 2.17257 0.0 -3.3 -2.3
H -0.07445 0.90043 3.33379 0.8 -1.4 0.4
H 1.41782 0.46573 4.31318 -1.0 -0.8 -1.4
H 0.14976 -0.86602 4.05702 0.5 1.4 -1.0
H 2.44201 1.56689 1.88383 0.9 -0.9 -0.1
H 2.57766 -0.79211 -2.69756 0.3 0.4 1.9
H 3.14282 -1.74568 -1.23520 -0.4 1.8 -0.2
H 4.56231 -0.55914 0.33766 0.9 1.0 0.1
H 3.57957 2.83243 -0.47991 -0.6 -0.6 -0.3
H 0.12861 -0.75518 -2.97216 0.1 0.0 0.8
H -2.11935 -0.98365 -3.08575 -0.3 0.4 1.7
H -3.08940 -1.52525 -1.59133 0.8 1.6 -0.9
H -2.48941 1.59324 -1.70702 -0.7 -1.2 -0.8
H -3.50091 0.90651 -3.16445 0.8 -0.1 1.7
H -4.15867 1.34946 -0.51182 -0.8 -0.8 -0.9
H -3.54332 -2.06314 0.76365 -0.2 0.7 0.3
H -3.23491 0.85740 2.57634 0.7 0.2 -0.1